# C4H11NO2

A 2-piece molecular cluster, C4H11NO2 overall (ωB97M-V with the def2-TZVPD basis set, the Open Molecules 2025 dataset).

The total energy is -364.19894 hartree. The total charge is 0. For the HOMO-LUMO gap, the calculation gives 10.0 eV. The calculation puts the relative energy (zero: lowest compared OMol25 entry of this formula, charge and spin) at 1.884 eV. As for the SMILES: C[C@H](O)CN.C=O. As for the LUMO energy: 0.604 eV. Its molecular weight is 105.14 g/mol.

Last column: natural (NBO) charge in e.
Geometry (Å):
1 C -1.6809 -0.2022 -0.2424  -0.63
2 C -0.8242 -0.1322 1.0251  0.09
3 O -0.8046 1.1797 1.5365  -0.73
4 C 0.6190 -0.6604 0.8504  -0.24
5 N 0.7890 -1.5059 -0.3272  -0.85
6 H -1.8261 -1.2261 -0.5565  0.20
7 H -1.2101 0.3508 -1.0597  0.20
8 H -2.6478 0.2388 -0.0331  0.22
9 H -1.3220 -0.7211 1.8052  0.17
10 H -0.4662 1.7681 0.8439  0.48
11 H 1.2909 0.1942 0.7303  0.19
12 H 0.9184 -1.1642 1.7847  0.17
13 H 0.1781 -2.3115 -0.2653  0.35
14 H 1.7395 -1.8578 -0.3495  0.36
15 C 1.3102 1.5100 -1.4401  0.28
16 O 0.7262 2.2987 -0.7460  -0.53
17 H 2.3295 1.7088 -1.8191  0.11
18 H 0.8811 0.5322 -1.7373  0.14